Density functional theory data (ωB97M-V/def2-TZVPD) for 2 unconnected molecules or ions with the total composition C8H12NO2P.

ΔE to the lowest compared entry with this formula, charge and spin, kJ/mol: 635.7
Molar mass, g/mol: 185.2
E, a.u.: -858.43615
Spin multiplicity: 1
Frontier orbital gap (alpha / beta), eV: 8.38 / 8.40

Last column: natural (NBO) charge in e.
CARTESIAN COORDINATES (ANGSTROEM)
C: 3.210 -0.753 -1.806  -0.239
C: 2.811 0.480 -1.407  -0.171
C: 2.617 -1.822 -1.152  -0.173
C: 2.077 0.644 -0.200  -0.339
C: 1.617 -1.748 -0.205  -0.315
C: 1.434 -0.453 0.209  0.295
C: -3.273 -0.385 2.255  -0.241
C: -1.616 2.026 -0.785  -0.276
N: -0.144 -0.335 2.103  -1.033
O: -2.573 0.211 1.144  -0.851
O: -0.687 1.483 0.227  -0.856
P: -1.003 0.059 0.918  1.990
H: 3.814 -0.772 -2.676  0.229
H: 3.180 1.479 -1.750  0.223
H: 2.876 -2.798 -1.521  0.215
H: 1.686 1.610 0.135  0.269
H: 1.058 -2.580 0.065  0.249
H: -4.015 0.193 2.686  0.190
H: -2.441 -0.631 2.895  0.202
H: -3.612 -1.343 1.977  0.175
H: -2.182 2.801 -0.210  0.206
H: -2.503 1.181 -1.018  0.198
H: -1.050 2.309 -1.728  0.204
H: -1.282 -0.855 -0.156  -0.155

Atomic forces in eV per Å
C -0.97 0.64 0.31
C 0.66 3.13 2.22
C 0.35 -1.65 -1.26
C -1.23 1.16 -1.23
C 1.12 1.96 -0.39
C -2.13 -1.25 2.93
C 3.52 -1.05 -0.79
C -1.96 -2.20 0.52
N 2.97 -0.71 -0.34
O -1.69 0.93 0.80
O -0.72 0.08 -1.19
P -1.35 0.15 -3.07
H 0.66 -0.81 -0.51
H -0.09 -1.30 -0.44
H 0.01 -0.44 -0.03
H 0.68 -0.26 -0.05
H -0.75 -1.19 0.78
H -1.21 1.47 0.57
H -0.27 0.13 1.35
H -1.01 -1.07 -0.70
H 0.69 -0.14 -1.16
H 2.59 2.19 0.25
H -0.82 -0.15 1.45
H 0.96 0.40 -0.01